Record 1
# C25H18IInN3O3S2

A structure of composition C25H18IInN3O3S2 (ωB97M-V/def2-TZVPD, OMol25).

```
53
Properties=species:S:1:pos:R:3:nbo_charge:R:1
In 0.47 -0.65 -0.51 1.474
O -1.71 4.27 -1.86 -0.701
C -2.64 3.79 -1.01 0.346
C -3.84 4.49 -0.87 -0.291
C -4.83 4.02 -0.03 -0.186
C -4.65 2.84 0.70 -0.279
C -3.45 2.16 0.57 -0.155
C -2.43 2.62 -0.26 -0.157
C -1.16 1.85 -0.33 0.589
O -0.98 0.88 0.47 -0.760
N -0.28 2.27 -1.23 -0.515
N 0.87 1.48 -1.14 -0.379
C 1.96 2.05 -1.52 0.168
C 3.29 1.50 -1.42 -0.256
C 4.35 2.24 -1.98 -0.138
C 5.66 1.84 -1.87 -0.309
C 5.93 0.66 -1.16 -0.193
C 4.93 -0.07 -0.58 -0.252
C 3.57 0.32 -0.68 0.409
O 2.65 -0.39 -0.10 -0.792
H -0.97 3.61 -1.86 0.504
H -3.97 5.39 -1.45 0.213
H -5.76 4.57 0.05 0.200
H -5.43 2.47 1.35 0.204
H -3.26 1.24 1.12 0.234
H 1.86 3.06 -1.91 0.177
H 4.10 3.15 -2.52 0.198
H 6.45 2.42 -2.32 0.202
H 6.96 0.33 -1.07 0.199
H 5.14 -0.99 -0.04 0.210
S -1.72 -1.57 -1.27 -0.291
C -1.36 -3.30 -1.22 -0.185
C -2.45 -4.18 -1.18 -0.230
C -2.28 -5.55 -1.14 -0.244
C -1.00 -6.08 -1.13 -0.245
C 0.09 -5.23 -1.15 -0.216
C -0.05 -3.83 -1.21 -0.199
S 1.41 -2.85 -1.22 -0.281
H -3.45 -3.75 -1.18 0.209
H -3.15 -6.20 -1.11 0.198
H -0.84 -7.15 -1.09 0.197
H 1.10 -5.63 -1.13 0.207
I -2.31 -2.55 4.71 0.152
C -0.79 -1.44 3.80 -0.187
C -0.10 -0.48 4.51 -0.191
C 0.90 0.23 3.86 -0.246
C 1.15 -0.04 2.53 0.087
N 0.47 -0.97 1.85 -0.454
C -0.49 -1.66 2.47 0.038
H -0.33 -0.29 5.55 0.224
H 1.46 0.99 4.38 0.223
H 1.92 0.48 1.97 0.236
H -1.02 -2.39 1.87 0.235
```

The relative energy (zero: lowest compared OMol25 entry of this formula, charge and spin) is 8.3 kJ/mol. Its spin multiplicity is 1. As for the charge: -1. As for the frontier orbital gap: 6.390 eV. The LUMO energy is 1.97 eV.



Record 2
# C25H18N3PS3Ti

A structure of composition C25H18N3PS3Ti (ωB97M-V/def2-TZVPD, OMol25).

```
51
Properties=species:S:1:pos:R:3:lowdin_spin:R:1
Ti -0.68 1.02 0.74 0.964
C 3.21 2.13 2.69 0.000
C 2.04 1.47 2.31 0.003
N 1.23 1.92 1.37 0.005
C 1.56 3.07 0.73 0.002
C 2.71 3.80 1.04 0.000
C 3.55 3.30 2.05 0.000
C 2.98 5.02 0.32 -0.001
C 2.14 5.46 -0.64 0.000
C 0.95 4.73 -0.97 0.000
C 0.04 5.13 -1.96 0.003
C -1.07 4.37 -2.21 0.000
C -1.27 3.19 -1.48 0.005
N -0.42 2.79 -0.56 0.005
C 0.67 3.54 -0.29 0.004
H 3.83 1.72 3.47 0.000
H 1.76 0.54 2.79 0.001
H 4.45 3.84 2.32 0.000
H 3.88 5.57 0.57 0.000
H 2.35 6.38 -1.17 0.000
H 0.21 6.05 -2.51 0.000
H -1.80 4.66 -2.96 0.000
H -2.13 2.56 -1.66 0.001
S -4.67 2.48 2.70 -0.008
C -3.34 2.00 2.04 -0.002
N -2.32 1.62 1.54 -0.005
S -0.22 -1.13 1.83 0.005
P -0.62 -1.91 0.00 0.014
S -0.85 -0.32 -1.25 -0.003
C -2.12 -2.89 0.05 0.003
C -2.19 -4.13 -0.58 0.000
C -3.38 -4.84 -0.55 0.000
C -4.49 -4.33 0.11 0.000
C -4.41 -3.09 0.74 0.000
C -3.23 -2.37 0.72 0.000
C 0.71 -2.97 -0.57 0.003
C 1.10 -2.98 -1.91 0.000
C 2.07 -3.86 -2.34 0.000
C 2.66 -4.74 -1.44 0.000
C 2.27 -4.74 -0.10 0.000
C 1.30 -3.85 0.34 0.000
H -1.33 -4.54 -1.10 0.000
H -3.44 -5.80 -1.05 0.000
H -5.41 -4.89 0.13 0.000
H -5.27 -2.69 1.26 0.000
H -3.17 -1.42 1.22 0.000
H 0.64 -2.29 -2.61 0.000
H 2.37 -3.87 -3.38 0.000
H 3.42 -5.43 -1.77 0.000
H 2.73 -5.42 0.60 0.000
H 1.00 -3.85 1.38 0.000
```

The relative energy (zero: lowest compared OMol25 entry of this formula, charge and spin) is 0.0 kJ/mol. Its spin multiplicity is 2. As for the charge: +1. As for the frontier orbital gap (alpha / beta): 7.372 / 7.546 eV. The LUMO energy (alpha / beta) is -3.90 / -3.87 eV.



Record 3
# C25H18N6O8SeTi

A structure of composition C25H18N6O8SeTi (ωB97M-V/def2-TZVPD, OMol25).

```
59
Properties=species:S:1:pos:R:3:nbo_charge:R:1
Ti 0.08 -0.25 -0.01 1.596
O -0.13 -0.28 4.44 -0.696
C 1.19 -0.32 4.69 0.422
C 1.59 -0.33 6.04 -0.312
C 2.93 -0.37 6.38 -0.207
C 3.90 -0.40 5.39 -0.283
C 3.51 -0.39 4.06 -0.143
C 2.17 -0.35 3.69 -0.200
C 1.80 -0.34 2.26 0.544
O 0.53 -0.21 1.94 -0.768
N 2.69 -0.51 1.34 -0.362
N 2.03 -0.53 0.13 -0.416
C 2.78 -0.88 -0.96 -0.149
C 2.08 -0.87 -2.13 0.101
C 2.59 -1.18 -3.43 -0.243
C 1.78 -1.09 -4.51 -0.203
C 0.42 -0.67 -4.35 -0.376
C -0.03 -0.40 -3.10 0.122
N 0.75 -0.50 -1.99 -0.621
H -0.24 -0.27 3.46 0.526
H 0.81 -0.31 6.79 0.207
H 3.21 -0.38 7.42 0.191
H 4.95 -0.44 5.65 0.194
H 4.25 -0.42 3.26 0.230
H 3.83 -1.15 -0.85 0.191
H 3.62 -1.49 -3.53 0.194
H 2.16 -1.33 -5.50 0.187
H -0.24 -0.57 -5.20 0.201
H -1.04 -0.07 -2.93 0.226
Se -2.46 0.37 0.85 -0.231
C -3.72 -0.93 0.54 0.077
N -4.57 -1.69 0.38 -0.496
O -0.58 2.70 -2.04 -0.651
C -0.21 2.75 -0.88 0.786
O 0.13 1.78 -0.11 -0.763
C -0.10 4.11 -0.20 -0.147
C 0.26 4.21 1.14 -0.079
C 0.36 5.45 1.75 -0.244
C 0.10 6.61 1.03 -0.224
C -0.25 6.48 -0.30 0.054
C -0.36 5.26 -0.93 -0.169
N -0.52 7.71 -1.07 0.524
O -0.82 7.60 -2.24 -0.384
O -0.41 8.78 -0.49 -0.417
H 0.45 3.29 1.68 0.241
H 0.63 5.52 2.80 0.211
H 0.17 7.59 1.48 0.233
H -0.64 5.17 -1.97 0.267
O -1.85 -2.17 -1.74 -0.617
C -1.28 -2.85 -0.91 0.697
C -1.45 -4.36 -0.77 -0.517
C -0.44 -4.73 0.31 -0.510
C 0.14 -3.38 0.76 0.686
O 0.95 -3.28 1.66 -0.622
N -0.40 -2.37 0.01 -0.732
H -1.28 -4.83 -1.74 0.214
H -2.49 -4.55 -0.49 0.232
H 0.38 -5.34 -0.06 0.214
H -0.87 -5.23 1.17 0.217
```

The relative energy (zero: lowest compared OMol25 entry of this formula, charge and spin) is 34.7 kJ/mol. Its spin multiplicity is 1. As for the charge: -2. As for the frontier orbital gap (alpha / beta): 4.215 / 4.219 eV. The LUMO energy (alpha / beta) is 3.50 / 3.50 eV.